ORCA calculation (ωB97M-V/def2-TZVPD) on C30H25AsN3O2SSc as an isolated structure in a non-equilibrium geometry.

XYZ file:
```
63
Properties=species:S:1:pos:R:3:forces:R:3:nbo_charge:R:1
Sc -1.2386 1.9111 1.8216 -0.5 -0.5 -0.3 1.6079
C -5.2488 1.3284 0.1530 1.6 0.2 -0.2 -0.2713
C -4.9005 1.5911 -1.1920 -0.4 0.4 0.5 -0.1128
C -3.7814 2.3954 -1.4883 -1.6 -1.0 -0.2 -0.2428
C -2.9203 2.7393 -0.4835 0.7 -0.8 1.3 0.2359
N -3.1740 2.4145 0.8154 -1.3 -0.5 -0.8 -0.5319
C -4.3336 1.7687 1.1282 0.4 0.5 -0.5 0.1000
C -1.5429 3.2111 -0.7291 0.8 0.8 -1.8 -0.1173
C -1.0804 3.4653 -2.0430 0.5 1.1 0.2 -0.1601
C 0.2750 3.8664 -2.2380 -0.5 -0.8 1.4 -0.2256
C 1.1129 4.0238 -1.1245 -0.6 0.6 1.0 -0.1843
C 0.5968 3.9029 0.2055 -0.4 -0.7 -3.6 -0.2143
C -0.6870 3.4067 0.3489 -0.2 -0.3 1.6 -0.4647
H -6.0695 0.6761 0.4383 0.0 0.3 -0.1 0.2347
H -5.5388 1.1827 -1.9962 0.5 0.4 0.5 0.2256
H -3.5529 2.6489 -2.5073 0.0 -0.1 -0.2 0.2242
H -4.4620 1.6140 2.2035 -0.1 -0.2 -0.5 0.2350
H -1.8177 3.5427 -2.8527 0.7 -0.4 0.1 0.2023
H 0.7737 4.0102 -3.1808 -0.5 0.1 -0.5 0.2181
H 2.1400 4.3682 -1.2696 -0.3 -0.2 0.0 0.2067
H 1.2020 4.1327 1.0243 0.9 0.2 1.3 0.1974
N 0.2755 1.6008 3.5806 -0.3 1.3 -1.0 -0.6829
N -0.3405 2.9250 3.6383 -0.4 1.0 1.7 -0.6142
C -1.8481 2.9195 4.2038 0.8 -0.7 -0.9 0.9042
O -2.0952 3.6735 5.1061 0.1 -0.7 -0.8 -0.5846
O -2.5076 2.0876 3.4647 0.6 1.0 1.4 -0.7617
H 0.0406 1.1119 4.4137 0.4 -0.8 0.7 0.3908
H 1.2772 1.7762 3.4299 -0.6 -0.6 0.3 0.3987
H 0.1751 3.5417 4.2984 -0.5 -0.4 -0.9 0.3971
S -1.6959 -0.4309 0.7434 -1.0 1.3 -0.6 -0.3121
C -0.6563 -1.4715 1.6021 3.0 -1.9 1.7 -0.1945
C -1.0260 -2.0377 2.8700 0.9 0.8 -1.4 -0.2451
C -0.1046 -2.7357 3.6577 -0.1 0.4 -0.2 -0.2292
C 1.1894 -2.8965 3.1706 1.8 -0.7 0.2 -0.1836
C 1.6195 -2.4849 1.8870 -2.2 0.6 0.2 -0.2388
C 0.6913 -1.7539 1.0955 -1.5 -0.4 0.6 -0.3500
As 1.0919 -0.9304 -0.6522 0.1 0.4 0.7 0.9424
C 2.8737 -1.6519 -0.6829 1.6 0.8 -0.2 -0.3360
C 3.3030 -2.7634 -1.4333 -0.8 0.1 0.6 -0.2374
C 4.6353 -3.0066 -1.6226 1.8 -0.2 0.9 -0.2024
C 5.6231 -2.2402 -0.9399 -2.0 0.1 -0.9 -0.2084
C 5.2160 -1.1351 -0.1898 0.1 0.2 0.3 -0.2200
C 3.8595 -0.8258 -0.0654 0.0 -1.1 -1.0 -0.2264
C 0.3108 -1.9776 -2.0882 -0.5 -0.6 -0.7 -0.3106
C -0.5549 -3.0538 -1.9505 0.0 0.5 0.4 -0.2144
C -1.1135 -3.6650 -3.0677 -0.1 -0.6 0.2 -0.2187
C -0.7961 -3.2570 -4.3501 1.2 0.3 -0.7 -0.2108
C 0.1773 -2.2315 -4.5319 -1.5 -1.0 1.7 -0.2022
C 0.6530 -1.5812 -3.3975 0.1 0.1 0.5 -0.2231
H -2.0225 -1.7729 3.1614 -0.4 -0.3 0.5 0.2191
H -0.3729 -3.1018 4.6672 0.2 0.2 -0.8 0.2179
H 1.9818 -3.3845 3.8039 -1.1 0.4 -0.6 0.2009
H 2.6007 -2.7469 1.5073 -0.1 0.2 0.2 0.2318
H 2.6051 -3.5256 -1.7840 -0.1 0.6 -0.3 0.2252
H 4.9677 -3.8762 -2.2128 -0.2 0.5 0.3 0.2115
H 6.6189 -2.5255 -1.1399 1.1 0.1 0.2 0.2104
H 5.8884 -0.4194 0.3184 0.0 -0.8 -0.4 0.2118
H 3.6478 0.0855 0.4894 -0.5 -0.2 -0.2 0.2106
H -0.8300 -3.3834 -0.9525 0.0 -0.1 -0.1 0.2216
H -1.7300 -4.5451 -2.8762 -0.1 0.3 -0.3 0.2136
H -1.1771 -3.7661 -5.2545 0.1 0.3 0.8 0.2134
H 0.4740 -2.0097 -5.5218 0.4 0.5 -0.7 0.2117
H 1.3224 -0.7342 -3.4291 0.2 0.1 -0.6 0.2119
```
Forces are in eV/Å.

strongest force on any atom = 3.91 eV/A
gap between HOMO and LUMO = 7.4 eV
ΔE to the lowest compared entry with this formula, charge and spin = 38.9 kcal/mol